Computed, not measured: a molecular structure, C32H32CrIN5O4Se at a distorted geometry, with ωB97M-V with the def2-TZVPD basis set.

Structure (XYZ):
```
76
Properties=species:S:1:pos:R:3
Cr -0.945 1.848 0.198
C -1.649 -2.922 -4.729
C -1.942 -2.069 -3.549
C -2.553 -2.523 -2.440
C -2.829 -1.622 -1.311
C -3.590 -1.934 -0.158
N -3.517 -3.003 0.521
C -2.396 -3.989 0.435
C -1.098 -3.357 0.898
C -1.170 -2.837 2.345
N -0.618 -1.436 2.463
C 0.525 -1.243 3.091
C 1.178 0.002 3.201
C 2.384 0.139 3.931
C 3.035 1.365 3.991
C 4.374 1.475 4.734
C 2.488 2.425 3.364
C 1.430 2.286 2.457
C 1.078 3.446 1.563
N 0.268 3.425 0.577
C -0.091 4.729 -0.049
C -0.211 4.606 -1.528
C -1.497 3.891 -1.908
N -1.454 2.476 -1.711
C -1.596 1.663 -2.656
C -1.812 0.255 -2.545
C -1.449 -0.694 -3.522
C -2.260 -0.296 -1.253
O -2.204 0.284 -0.098
C 0.593 1.153 2.491
O -0.542 1.140 1.906
H -1.484 -2.334 -5.642
H -2.527 -3.484 -4.942
H -0.799 -3.617 -4.554
H -3.055 -3.509 -2.440
H -4.204 -1.133 0.255
H -4.232 -3.108 1.191
H -2.353 -4.396 -0.545
H -2.814 -4.802 1.077
H -0.931 -2.531 0.244
H -0.226 -4.066 0.794
H -0.502 -3.474 2.985
H -2.179 -2.792 2.669
H -1.032 -0.567 2.031
H 0.956 -2.157 3.503
H 2.871 -0.763 4.338
H 4.728 0.601 5.191
H 4.252 2.269 5.465
H 5.183 1.748 4.020
H 2.992 3.382 3.516
H 1.602 4.394 1.697
H 0.666 5.554 0.192
H -1.017 5.016 0.458
H 0.647 4.066 -1.825
H -0.131 5.668 -1.948
H -1.653 4.010 -3.020
H -2.329 4.306 -1.335
H -1.667 2.105 -3.620
H -0.856 -0.450 -4.393
Se -5.219 3.285 -0.562
C -3.692 3.175 0.356
N -2.556 2.991 0.763
I 5.487 -4.200 -0.689
C 4.019 -2.718 -1.042
C 2.844 -2.723 -0.295
C 1.976 -1.628 -0.461
C 2.188 -0.593 -1.368
C 3.314 -0.676 -2.187
C 4.226 -1.709 -2.013
C 1.375 0.670 -1.250
O 1.614 1.668 -1.937
O 0.398 0.564 -0.400
H 2.598 -3.532 0.450
H 1.063 -1.594 0.151
H 3.460 0.179 -2.881
H 5.078 -1.779 -2.708
```

Properties
Charge ... +1
2S+1 ... 4
HOMO (spin up / spin down) ... -9.81 / -9.87 eV
Kohn-Sham gap (spin up / spin down) ... 6.16 / 6.21 eV
Expectation value of S² ... 3.773
Energy above the lowest of the compared OMol25 structures with the same formula, charge and spin ... 0.0 kJ/mol

=====

Computed, not measured: C7H9NO2 in the gas phase at a distorted geometry, with ωB97M-V with the def2-TZVPD basis set.

Structure (XYZ):
```
19
Properties=species:S:1:pos:R:3
C 2.379 -1.242 0.061
C 0.144 0.069 -0.646
C 2.096 1.183 0.149
C 2.475 -2.535 -0.091
C -1.161 -0.074 -0.761
C -2.952 0.750 0.876
C -2.352 0.921 -0.494
N 2.865 -0.031 0.254
O 2.537 2.213 0.486
O 0.863 1.206 -0.328
H 3.409 -2.992 -0.018
H 1.672 -3.207 -0.387
H -1.473 -1.103 -0.983
H -3.523 -0.146 0.954
H -3.731 1.464 1.086
H -2.133 0.696 1.649
H -1.895 1.882 -0.688
H -3.131 0.696 -1.438
H 3.911 0.252 0.318
```

Properties
HOMO (spin up / spin down) ... -8.82 / -9.14 eV
Kohn-Sham gap (spin up / spin down) ... 8.22 / 8.77 eV
Energy above the lowest of the compared OMol25 structures with the same formula, charge and spin ... 630.4 kJ/mol

=====

Computed, not measured: a molecular structure, C51H51InN3OP2S5Si2, with ωB97M-V with the def2-TZVPD basis set.

Structure (XYZ):
```
116
Properties=species:S:1:pos:R:3
In 0.485 -1.124 -0.246
C -3.371 -3.416 0.526
Si -2.087 -2.783 1.741
C -0.768 -4.100 1.944
C -2.963 -2.549 3.396
N -1.355 -1.343 1.172
P -1.039 0.120 1.751
C 0.230 0.777 0.860
P 0.315 1.774 -0.485
N 0.111 1.007 -1.854
Si 0.289 1.408 -3.494
C 2.003 1.046 -4.184
C -0.048 3.242 -3.852
C -0.914 0.422 -4.546
C 2.015 2.471 -0.443
C 2.294 3.738 -0.747
C 3.623 4.317 -0.570
C 4.620 3.604 -0.063
C 4.519 2.134 0.262
C 3.100 1.518 0.041
C -0.798 3.211 -0.339
C -0.562 4.281 0.523
C -1.484 5.311 0.640
C -2.671 5.266 -0.081
C -2.928 4.189 -0.917
C -1.991 3.174 -1.053
C -2.552 1.119 1.859
C -2.574 2.383 2.443
C -3.747 3.121 2.468
C -4.911 2.602 1.913
C -4.896 1.345 1.325
C -3.719 0.609 1.299
C -0.492 -0.034 3.494
C 0.803 -0.505 3.715
C 1.260 -0.730 5.003
C 0.436 -0.478 6.095
C -0.851 -0.007 5.885
C -1.312 0.207 4.591
H -3.868 -4.307 0.925
H -4.140 -2.666 0.315
H -2.903 -3.688 -0.423
H -1.188 -5.065 2.247
H -0.232 -4.247 1.001
H -0.034 -3.789 2.693
H -3.651 -3.382 3.574
H -2.249 -2.516 4.224
H -3.548 -1.624 3.424
H 2.792 1.600 -3.667
H 2.250 -0.018 -4.123
H 2.018 1.341 -5.240
H 0.275 3.896 -3.039
H 0.487 3.548 -4.758
H -1.113 3.429 -4.015
H -0.742 -0.650 -4.418
H -1.950 0.636 -4.267
H -0.789 0.660 -5.607
H 1.501 4.401 -1.075
H 3.771 5.363 -0.814
H 5.590 4.062 0.106
H 4.710 2.032 1.338
H 2.731 1.117 0.985
H 0.348 4.303 1.113
H -1.283 6.142 1.306
H -3.396 6.065 0.017
H -3.858 4.141 -1.473
H -2.176 2.333 -1.714
H -1.665 2.793 2.869
H -3.751 4.109 2.912
H -5.825 3.183 1.933
H -5.796 0.940 0.877
H -3.686 -0.362 0.818
H 1.452 -0.703 2.867
H 2.266 -1.104 5.154
H 0.798 -0.651 7.101
H -1.504 0.190 6.727
H -2.326 0.561 4.444
S -0.448 -2.611 -1.977
C -1.980 -1.849 -2.300
N -2.509 -0.811 -1.756
C -3.746 -0.533 -2.313
C -4.561 0.538 -1.943
C -5.780 0.704 -2.574
C -6.199 -0.180 -3.573
C -5.399 -1.242 -3.957
C -4.173 -1.411 -3.323
S -2.950 -2.617 -3.564
H -4.227 1.216 -1.167
H -6.422 1.531 -2.292
H -7.158 -0.032 -4.055
H -5.721 -1.924 -4.734
O 1.981 -2.204 0.693
C 3.246 -2.444 0.175
C 4.011 -1.130 -0.124
C 5.299 -0.938 0.176
C 6.090 0.186 -0.308
C 5.711 1.461 -0.391
S 3.108 0.055 -1.086
C 3.174 -3.242 -1.121
C 3.789 -3.036 -2.322
C 3.453 -4.024 -3.291
C 2.603 -4.963 -2.795
S 2.191 -4.652 -1.165
C 3.998 -3.258 1.215
C 4.984 -4.186 1.056
C 5.471 -4.690 2.294
C 4.834 -4.132 3.361
S 3.636 -3.013 2.872
H 5.822 -1.729 0.701
H 7.077 -0.070 -0.686
H 6.406 2.143 -0.872
H 4.445 -2.196 -2.512
H 3.818 -4.024 -4.309
H 2.170 -5.804 -3.315
H 5.339 -4.496 0.082
H 6.243 -5.442 2.384
H 4.985 -4.351 4.407
```

Properties
Charge ... -1
HOMO ... -4.85 eV
Kohn-Sham gap ... 7.14 eV

=====

Computed, not measured: a molecular structure, C4H10OS at a distorted geometry, with ωB97M-V with the def2-TZVPD basis set.

Structure (XYZ):
```
16
Properties=species:S:1:pos:R:3
C 0.661 -0.088 -0.509
C 1.263 0.425 0.784
C -2.692 -0.775 0.810
C -2.640 -0.449 -0.493
O -0.478 2.120 -0.979
S -0.253 0.772 -1.580
H 0.952 -1.183 -0.770
H 0.769 1.134 1.376
H 1.611 -0.415 1.236
H 2.146 1.165 0.501
H -2.575 -0.029 1.545
H -3.048 -1.692 1.305
H 4.965 -0.336 -0.889
H -2.512 0.494 -0.914
H -2.901 -1.101 -1.253
H 4.732 -0.043 -0.171
```

Properties
HOMO ... -8.90 eV
Kohn-Sham gap ... 8.82 eV
Energy above the lowest of the compared OMol25 structures with the same formula, charge and spin ... 409.0 kJ/mol

=====

Computed, not measured: a gas-phase ion, C16H29Cl3NO2S (charge +1) at a distorted geometry, with ωB97M-V with the def2-TZVPD basis set.

Structure (XYZ):
```
52
Properties=species:S:1:pos:R:3
C 1.479 2.673 2.895
C 0.182 2.380 1.983
N -0.078 0.890 1.810
C -1.362 0.731 1.070
C -1.272 0.446 -0.491
C -2.588 -0.377 -0.897
C -3.973 0.352 -0.555
C -3.949 1.943 -0.656
Cl -5.638 2.494 -1.201
C -0.010 -0.409 -0.993
C 0.737 0.485 -2.082
Cl 1.257 2.223 -1.754
C 1.029 0.037 -3.395
C 1.737 1.009 -4.450
Cl 0.591 -1.617 -3.972
C 0.937 -0.910 0.197
C 2.427 -1.301 -0.320
C 2.457 -2.581 -1.273
S 0.294 -2.461 1.030
C 1.597 -3.436 1.898
O -0.331 -3.402 0.013
O -0.780 -2.169 2.050
C 1.146 0.306 1.198
H 1.589 1.887 3.712
H 2.451 2.644 2.287
H 1.434 3.736 3.318
H 0.268 2.917 0.977
H -0.684 2.900 2.523
H -0.183 0.517 2.766
H -1.933 1.719 1.189
H -2.071 -0.054 1.513
H -1.295 1.434 -1.043
H -2.587 -1.361 -0.301
H -2.556 -0.690 -1.993
H -4.387 -0.044 0.435
H -4.724 -0.006 -1.347
H -3.204 2.332 -1.415
H -3.820 2.415 0.379
H -0.424 -1.355 -1.494
H 1.270 2.047 -4.475
H 2.828 1.141 -4.176
H 1.580 0.555 -5.477
H 2.936 -0.449 -0.867
H 3.043 -1.459 0.638
H 3.216 -2.376 -2.109
H 1.464 -2.860 -1.735
H 2.846 -3.532 -0.762
H 1.656 -3.093 2.985
H 2.603 -3.467 1.385
H 1.208 -4.514 1.929
H 1.816 1.076 0.677
H 1.793 -0.090 2.061
```

Properties
Charge ... +1
HOMO ... -12.30 eV
SMILES string ... CC[N@H+]1C[C@H](CCCCl)[C@@H](/C(Cl)=C(/C)Cl)[C@](CC)(S(C)(=O)=O)C1
Kohn-Sham gap ... 9.57 eV

=====

Computed, not measured: a gas-phase ion, C5H8NO2 (charge +1) at a distorted geometry, with ωB97M-V with the def2-TZVPD basis set.

Structure (XYZ):
```
16
Properties=species:S:1:pos:R:3
C 1.269 -1.366 -0.326
C -0.026 -1.083 -0.680
C 2.006 -0.227 0.238
C -0.390 0.279 -0.210
C -1.773 0.987 -0.462
N -0.032 0.283 1.269
O 1.837 0.924 -0.305
O 0.613 1.159 -0.856
H 1.698 -2.405 -0.351
H -0.697 -1.776 -1.140
H 2.768 -0.290 1.020
H -2.348 0.286 -1.123
H -1.774 1.856 -1.125
H -2.289 1.023 0.440
H -0.273 -0.626 1.808
H -0.589 0.977 1.803
```

Properties
Charge ... +1
HOMO ... -15.30 eV
Kohn-Sham gap ... 9.46 eV
Energy above the lowest of the compared OMol25 structures with the same formula, charge and spin ... 469.9 kJ/mol

=====

Computed, not measured: C8H8FNO2 in the gas phase at a distorted geometry, with ωB97M-V with the def2-TZVPD basis set.

Structure (XYZ):
```
20
Properties=species:S:1:pos:R:3
C -4.006 -0.374 0.170
C -1.580 -0.211 -0.011
C -1.644 1.134 -0.092
C -0.379 1.883 -0.122
C 0.814 1.125 -0.160
C 0.795 -0.245 0.009
C -0.419 -0.896 0.065
C 2.153 -0.759 0.132
H -3.965 0.189 1.239
H -4.639 -1.160 0.514
H -4.447 0.194 -0.703
H -2.569 1.646 -0.090
H -0.560 2.930 0.015
H -0.496 -1.993 0.436
H 3.313 -2.233 -0.628
H 1.490 -2.448 -0.917
N 2.312 -2.036 -0.340
O -2.730 -1.019 -0.115
O 3.096 -0.085 0.652
F 2.039 1.779 -0.193
```

Properties
HOMO ... -9.09 eV
SMILES string ... COc1ccc(F)c(C(N)=O)c1
Kohn-Sham gap ... 9.38 eV
Energy above the lowest of the compared OMol25 structures with the same formula, charge and spin ... 56.1 kJ/mol

=====

Computed, not measured: a molecular structure, C31H24MnN3O4S5, with ωB97M-V with the def2-TZVPD basis set.

Structure (XYZ):
```
68
Properties=species:S:1:pos:R:3
Mn 0.192 -0.380 -0.197
S -2.118 0.110 -0.295
C -2.126 1.789 -0.904
C -3.360 2.363 -1.185
C -3.417 3.642 -1.720
C -2.246 4.341 -1.978
C -1.012 3.774 -1.682
C -0.944 2.493 -1.153
S 0.637 1.816 -0.680
C 1.523 1.484 -2.248
C 2.284 0.183 -2.149
C 3.422 -0.025 -2.906
C 4.065 -1.251 -2.828
C 3.546 -2.244 -2.013
C 2.398 -1.979 -1.286
C 1.807 -3.036 -0.392
S 0.122 -2.679 0.203
C -0.938 -3.324 -1.075
C -1.182 -4.686 -1.131
C -2.058 -5.191 -2.086
C -2.713 -4.339 -2.963
C -2.486 -2.971 -2.903
C -1.597 -2.469 -1.960
S -1.233 -0.740 -2.007
N 1.798 -0.779 -1.340
H -4.269 1.806 -1.000
H -4.377 4.087 -1.944
H -2.289 5.335 -2.401
H -0.101 4.332 -1.865
H 2.207 2.306 -2.451
H 0.785 1.446 -3.051
H 3.798 0.758 -3.550
H 4.964 -1.433 -3.402
H 4.028 -3.209 -1.935
H 2.417 -3.158 0.505
H 1.791 -4.005 -0.891
H -0.699 -5.353 -0.429
H -2.237 -6.257 -2.133
H -3.406 -4.735 -3.691
H -2.987 -2.300 -3.589
S -0.507 1.119 2.991
C -0.317 2.546 4.006
N 0.002 2.404 5.309
C 0.091 3.441 6.161
C -0.187 4.713 5.720
C -0.540 4.893 4.388
C -0.590 3.807 3.520
H 0.178 1.470 5.665
H 0.372 3.206 7.178
H -0.125 5.543 6.408
H -0.755 5.887 4.016
H -0.831 3.937 2.474
O 0.765 0.213 3.607
C 1.653 -0.290 2.707
O 1.444 -0.289 1.507
C 2.843 -0.914 3.288
C 3.095 -1.026 4.658
C 4.225 -1.698 5.095
C 5.099 -2.279 4.183
C 4.816 -2.166 2.833
C 3.721 -1.482 2.369
N 5.682 -2.821 1.828
O 6.760 -3.208 2.190
O 5.202 -2.961 0.713
H 2.406 -0.611 5.380
H 4.424 -1.786 6.154
H 5.981 -2.817 4.505
H 3.560 -1.392 1.307
```

Properties
Charge ... +3
2S+1 ... 2
HOMO (spin up / spin down) ... -16.76 / -16.50 eV
Kohn-Sham gap (spin up / spin down) ... 7.83 / 7.56 eV
Expectation value of S² ... 0.767
Energy above the lowest of the compared OMol25 structures with the same formula, charge and spin ... 0.0 kJ/mol

=====

> Number 3 is which compound?

C51H51InN3OP2S5Si2

=====

Repeat the sixth record exactly.
Computed, not measured: a gas-phase ion, C5H8NO2 (charge +1) at a distorted geometry, with ωB97M-V with the def2-TZVPD basis set.

Structure (XYZ):
```
16
Properties=species:S:1:pos:R:3
C 1.269 -1.366 -0.326
C -0.026 -1.083 -0.680
C 2.006 -0.227 0.238
C -0.390 0.279 -0.210
C -1.773 0.987 -0.462
N -0.032 0.283 1.269
O 1.837 0.924 -0.305
O 0.613 1.159 -0.856
H 1.698 -2.405 -0.351
H -0.697 -1.776 -1.140
H 2.768 -0.290 1.020
H -2.348 0.286 -1.123
H -1.774 1.856 -1.125
H -2.289 1.023 0.440
H -0.273 -0.626 1.808
H -0.589 0.977 1.803
```

Properties
Charge ... +1
HOMO ... -15.30 eV
Kohn-Sham gap ... 9.46 eV
Energy above the lowest of the compared OMol25 structures with the same formula, charge and spin ... 469.9 kJ/mol

=====

> Number 7 is which compound?

C8H8FNO2